[1]
{"formula": "C35H59F13LiO30P2", "method": "ωB97M-V with the def2-TZVPD basis set", "e_lumo_ev": 1.914, "total_charge": -1, "orbital_gap_ev": 10.63, "spin_multiplicity": 1, "species": ["Li", "P", "F", "F", "F", "F", "F", "F", "P", "F", "F", "F", "F", "F", "F", "C", "C", "O", "C", "O", "O", "H", "H", "H", "H", "C", "C", "O", "C", "O", "O", "H", "H", "H", "H", "C", "C", "O", "C", "O", "O", "H", "H", "H", "H", "C", "C", "O", "C", "O", "O", "H", "H", "H", "H", "C", "C", "O", "C", "O", "O", "C", "H", "H", "H", "H", "H", "H", "H", "H", "C", "C", "O", "C", "O", "O", "C", "H", "H", "H", "H", "H", "H", "H", "H", "C", "C", "O", "C", "O", "O", "C", "H", "H", "H", "H", "H", "H", "H", "H", "C", "C", "O", "C", "O", "O", "C", "H", "H", "H", "H", "H", "H", "H", "H", "C", "C", "O", "C", "O", "O", "C", "H", "H", "H", "H", "H", "H", "H", "H", "C", "C", "O", "C", "O", "O", "F", "H", "H", "H"], "coordinates": [[1.3033, 3.3481, -1.6518], [1.7922, 5.4608, -0.0213], [2.1090, 5.2312, -1.6255], [2.2622, 3.9113, 0.2194], [3.2868, 5.9239, 0.2604], [1.3465, 5.6036, 1.5121], [1.3535, 6.9634, -0.3018], [0.3021, 4.8909, -0.4033], [0.1551, 0.6968, -0.7779], [1.2939, 0.7756, 0.3779], [-0.9194, 0.2308, 0.3291], [-0.1947, 2.2670, -0.4982], [-0.9662, 0.6395, -1.9294], [1.2438, 1.2342, -1.8703], [0.5640, -0.8330, -1.0638], [-5.0961, 1.9723, -4.4716], [-3.7192, 2.3767, -3.9542], [-3.0753, 2.5933, -5.2187], [-3.5828, 1.7109, -6.1131], [-3.0809, 1.4335, -7.1488], [-4.7491, 1.2136, -5.6383], [-5.6620, 2.8622, -4.7477], [-5.6661, 1.3205, -3.8158], [-3.2426, 1.6008, -3.3529], [-3.7074, 3.2754, -3.3456], [2.3883, -4.4993, -4.0562], [2.4417, -3.3872, -2.9966], [3.5488, -2.6118, -3.4455], [3.7977, -2.8692, -4.7499], [4.5509, -2.2603, -5.4295], [3.0477, -3.9169, -5.1749], [1.3682, -4.7541, -4.3395], [2.8646, -5.4152, -3.7024], [2.6603, -3.8364, -2.0357], [1.5145, -2.8166, -2.9532], [2.2059, -0.9458, 4.5711], [1.1237, -0.9174, 3.4798], [0.9599, -2.2800, 3.1233], [1.9870, -3.0097, 3.6211], [2.1692, -4.1630, 3.3973], [2.8135, -2.2323, 4.3472], [1.7854, -0.9048, 5.5748], [2.9619, -0.1807, 4.4360], [1.4892, -0.3275, 2.6389], [0.1885, -0.5149, 3.8571], [-2.9210, -2.1038, -1.4384], [-3.8013, -1.2005, -2.3159], [-4.6919, -0.6088, -1.3913], [-4.6352, -1.2588, -0.1959], [-5.4144, -1.1099, 0.6703], [-3.6145, -2.1438, -0.1891], [-1.9514, -1.6321, -1.2673], [-2.7407, -3.1094, -1.8077], [-4.3135, -1.7320, -3.1221], [-3.1750, -0.4723, -2.8313], [-3.2109, -1.2594, 3.3613], [-2.7991, 0.1876, 3.1365], [-3.1871, 1.0457, 4.1786], [-4.4385, 1.5041, 4.1808], [-5.3425, 1.1210, 3.4989], [-4.5200, 2.4098, 5.1576], [-5.7716, 3.0606, 5.2946], [-4.2522, -1.4359, 3.0937], [-3.1250, -1.5048, 4.4255], [-2.5947, -1.9657, 2.8048], [-3.2416, 0.4976, 2.1847], [-1.7374, 0.2295, 2.8882], [-5.9682, 3.7370, 4.4585], [-5.7270, 3.6051, 6.2299], [-6.5913, 2.3394, 5.2656], [-8.0517, 3.7140, -2.6385], [-7.4409, 2.8927, -1.5252], [-6.0358, 3.1381, -1.5339], [-5.3357, 2.6945, -0.4894], [-5.7905, 2.1192, 0.4615], [-4.0627, 3.0307, -0.6539], [-3.1355, 2.5270, 0.3114], [-7.8501, 4.7713, -2.4615], [-9.1368, 3.5933, -2.6228], [-7.6903, 3.4306, -3.6242], [-7.6245, 1.8245, -1.6691], [-7.8792, 3.1539, -0.5618], [-3.0196, 1.4559, 0.1919], [-3.3457, 2.8247, 1.3381], [-2.2099, 3.0488, 0.0956], [4.0770, -0.0825, -1.9510], [4.3293, 0.9678, -0.8740], [5.1454, 2.0476, -1.3417], [4.5317, 2.9361, -2.0939], [3.3541, 2.9459, -2.3815], [5.4143, 3.8361, -2.5121], [4.9326, 4.7392, -3.5051], [3.1158, -0.5637, -1.7676], [4.7612, -0.9286, -1.9197], [4.0887, 0.3928, -2.9296], [4.7822, 0.5052, -0.0011], [3.3724, 1.3894, -0.5748], [4.5975, 4.2148, -4.3995], [5.7723, 5.3860, -3.7407], [4.1079, 5.3387, -3.1204], [8.4406, -3.2536, 2.0140], [7.7095, -1.9669, 2.3649], [6.3058, -2.1609, 2.4157], [5.6559, -2.2363, 1.2604], [6.1175, -2.0425, 0.1642], [4.3884, -2.5440, 1.5256], [3.5193, -2.6838, 0.3951], [7.9520, -3.7853, 1.1998], [8.4378, -3.9302, 2.8723], [9.4737, -3.0363, 1.7457], [7.9764, -1.1975, 1.6353], [7.9971, -1.5894, 3.3422], [3.0406, -1.7006, 0.3263], [2.7011, -3.3709, 0.5914], [4.0785, -2.9427, -0.4966], [-0.3426, -3.5024, 0.7563], [-0.3746, -4.1325, -0.6076], [0.8269, -4.8932, -0.8469], [0.8328, -6.1735, -0.5023], [-0.0748, -6.8226, -0.0621], [2.0728, -6.6326, -0.7493], [2.3352, -8.0070, -0.4618], [-1.1712, -2.8246, 0.9264], [0.5913, -2.9338, 0.7680], [-0.1441, -4.2448, 1.5291], [-0.3954, -3.3972, -1.4094], [-1.2407, -4.7875, -0.7381], [1.4185, -8.5318, -0.2125], [3.0972, -8.0429, 0.3128], [2.7613, -8.4563, -1.3611], [0.4739, 3.0931, 3.0391], [-0.6376, 3.9386, 3.6594], [-0.9597, 3.2834, 4.8662], [-0.0751, 2.2979, 5.1273], [-0.0963, 1.5414, 6.0418], [0.8092, 2.1891, 4.1143], [-1.7628, 3.9135, 2.8790], [1.3769, 3.6495, 2.8379], [0.0665, 2.5281, 2.2030], [-0.4075, 4.9848, 3.8462]]}


[2]
{"formula": "C35H59F2N4", "method": "ωB97M-V with the def2-TZVPD basis set", "e_lumo_ev": -4.569, "total_charge": 1, "orbital_gap_ev": 5.19, "spin_multiplicity": 1, "species": ["C", "C", "C", "C", "F", "C", "C", "C", "N", "N", "C", "C", "C", "C", "C", "C", "C", "C", "C", "C", "C", "C", "C", "C", "C", "C", "F", "H", "H", "H", "H", "H", "H", "H", "H", "H", "H", "H", "H", "H", "H", "H", "H", "H", "H", "H", "H", "H", "H", "H", "H", "H", "H", "H", "H", "H", "C", "C", "N", "C", "C", "C", "C", "H", "H", "H", "H", "H", "H", "H", "H", "H", "H", "H", "H", "H", "H", "H", "C", "C", "N", "C", "C", "C", "C", "H", "H", "H", "H", "H", "H", "H", "H", "H", "H", "H", "H", "H", "H", "H"], "coordinates": [[-3.7115, 4.2890, 3.0256], [-2.6481, 3.6753, 2.5698], [-1.5283, 2.6449, 2.0685], [-0.2526, 3.1201, 1.2654], [-0.1691, 4.5207, 0.9689], [0.8582, 2.0595, 0.8300], [2.1383, 2.6892, 0.0581], [2.8338, 3.9181, 0.8562], [0.7197, 0.6115, 1.1266], [1.7695, -0.1906, 0.7256], [1.7486, -0.5095, -0.7387], [2.7267, -1.8092, -0.9449], [2.3264, -2.7219, -2.2181], [-0.4624, 0.0856, 1.8607], [-0.6508, -1.4688, 2.2167], [-0.4589, -2.4888, 0.9809], [-1.3743, -2.1823, -0.3030], [-2.5567, -1.1544, -0.3876], [-3.3428, -0.9300, -1.7620], [-2.9687, -1.7245, -3.0943], [-1.8092, -2.7919, -2.9948], [-1.0334, -3.0084, -1.6276], [-1.6264, 1.0691, 2.3453], [-2.9298, 0.5878, 3.1596], [-2.5835, 0.2069, 4.7159], [-3.7429, 0.9598, 5.6004], [-2.6697, -1.2182, 4.9830], [-4.7593, 4.6563, 3.3566], [1.8042, 3.0329, -1.0053], [2.9803, 1.8996, -0.1058], [2.6677, 3.8545, 1.9994], [3.9399, 4.0810, 0.5988], [2.2707, 4.8798, 0.5103], [1.8890, -1.0255, 1.3191], [0.7034, -0.6518, -1.1940], [2.2549, 0.3378, -1.3605], [2.7056, -2.5080, -0.0084], [3.8416, -1.4874, -1.0432], [2.0082, -3.7958, -1.8981], [1.4715, -2.2255, -2.8339], [3.2859, -2.8783, -2.8588], [-1.6419, -1.7338, 2.7287], [0.1853, -1.7280, 2.9907], [0.6401, -2.6225, 0.6465], [-0.7851, -3.5388, 1.3737], [-2.8647, -0.5411, 0.5289], [-4.1723, -0.1338, -1.7355], [-3.5682, -1.4981, -4.0472], [-1.4853, -3.4145, -3.9155], [-0.1905, -3.7986, -1.6087], [-3.2690, -0.4116, 2.6601], [-3.8207, 1.3068, 3.1051], [-1.5251, 0.5452, 5.0125], [-3.7073, 0.5774, 6.6832], [-3.5279, 2.0850, 5.4910], [-4.7378, 0.7046, 5.0546], [-6.5391, 4.6889, -6.0878], [-5.2908, 4.3849, -5.2699], [-5.5438, 3.5428, -4.1004], [-4.4136, 3.4909, -3.1746], [-3.1198, 2.8504, -3.6736], [-6.2013, 2.2657, -4.3541], [-5.5243, 1.2958, -5.3208], [-7.3213, 5.1378, -5.4672], [-6.2976, 5.3992, -6.8839], [-6.9463, 3.7939, -6.5659], [-4.8894, 5.3461, -4.9299], [-4.5341, 3.9440, -5.9305], [-4.7248, 2.9840, -2.2534], [-4.1844, 4.5165, -2.8628], [-3.1983, 1.7635, -3.7153], [-2.3066, 3.0820, -2.9761], [-2.8213, 3.2223, -4.6555], [-7.2102, 2.4683, -4.7314], [-6.3740, 1.7485, -3.4024], [-5.1566, 1.7890, -6.2241], [-6.2416, 0.5343, -5.6403], [-4.6922, 0.7686, -4.8493], [4.8128, -1.3597, 2.6033], [5.1437, -2.8460, 2.6428], [6.2933, -3.2141, 1.8183], [6.4297, -4.6595, 1.6348], [6.7235, -5.5048, 2.8724], [7.5363, -2.4985, 2.0871], [8.1066, -2.5688, 3.5023], [4.6614, -1.0133, 1.5752], [3.8882, -1.1699, 3.1582], [5.5958, -0.7510, 3.0629], [4.2608, -3.3805, 2.2728], [5.2802, -3.1501, 3.6877], [7.2024, -4.8561, 0.8829], [5.5024, -5.0320, 1.1836], [7.7591, -5.3995, 3.1959], [6.5735, -6.5634, 2.6336], [6.0646, -5.2638, 3.7087], [7.3850, -1.4419, 1.8367], [8.3078, -2.8293, 1.3817], [7.3430, -2.4296, 4.2719], [8.8485, -1.7769, 3.6395], [8.6173, -3.5156, 3.6865]]}